DFT (ωB97M-V/def2-TZVPD) results for C21H22ClN4O5Re as an isolated structure in a non-equilibrium geometry.

Properties
Highest occupied orbital energy (spin up / spin down), eV: -11.18 / -11.18
Expectation value of S²: 0.774
Net charge: +1
E_tot, eV: -52972.7922
HOMO-LUMO gap (spin up / spin down), eV: 6.780 / 6.651
2S+1: 2

Positions of all 54 atoms, in Å:
1 Re -0.1871 -0.0242 -0.4923
2 O -1.4328 1.2071 3.1613
3 C -1.2970 0.6791 2.0768
4 N -0.1255 0.2195 1.5418
5 C 1.0312 0.3608 2.3971
6 C 1.6606 1.7336 2.4758
7 C 2.3028 2.0288 3.6924
8 C 3.1922 3.1701 3.7841
9 C 3.1209 4.1343 2.6668
10 C 2.1646 3.8340 1.5425
11 N 1.6131 2.5384 1.4481
12 C -2.4930 0.4496 1.1806
13 C -3.7831 0.6515 1.6201
14 C -4.8263 0.3957 0.7428
15 C -4.5485 -0.0446 -0.5440
16 C -3.2330 -0.2116 -0.9265
17 N -2.2333 0.0314 -0.0683
18 H 1.8140 -0.3249 2.0589
19 H 0.7579 0.0682 3.4130
20 H 2.1502 1.3908 4.5524
21 H 3.5284 3.4990 4.7583
22 H 3.3579 5.1789 2.8290
23 H 1.9123 2.1862 -2.6833
24 H -3.9346 1.0040 2.6305
25 H -5.8508 0.5419 1.0578
26 H -5.3385 -0.2469 -1.2523
27 H -2.9424 -0.5148 -1.9237
28 O 1.8979 4.6647 0.7094
29 Cl 1.9270 2.2716 -1.3858
30 O 4.1962 3.2243 2.7535
31 O 2.0429 0.7254 -0.8994
32 O -0.3889 1.5800 -0.9912
33 C 1.4503 -2.4955 -0.6458
34 N -0.0148 -2.2741 -0.5264
35 C -0.5171 -2.9526 0.6917
36 C -0.7109 -2.8288 -1.7178
37 C -0.4917 -1.9141 -2.8914
38 C -0.5030 -2.3752 -4.2000
39 C -0.3988 -1.4670 -5.2440
40 C -0.3100 -0.1108 -4.9605
41 C -0.2928 0.3354 -3.6440
42 C -0.3564 -0.5598 -2.5743
43 H 1.6654 -3.5662 -0.6213
44 H 1.9683 -2.0157 0.1878
45 H 1.8041 -2.0724 -1.5845
46 H -0.3975 -4.0339 0.5903
47 H -1.5728 -2.7219 0.8281
48 H 0.0368 -2.6078 1.5621
49 H -1.7738 -2.8689 -1.4617
50 H -0.3749 -3.8557 -1.8916
51 H -0.6002 -3.4347 -4.4089
52 H -0.3994 -1.8125 -6.2688
53 H -0.2568 0.6055 -5.7709
54 H -0.2905 1.4041 -3.4535

=====

DFT (ωB97M-V/def2-TZVPD) results for the molecule C21H22F2O4 in a non-equilibrium geometry.

Properties
Highest occupied orbital energy, eV: -9.17
E_tot, eV: -35758.0418
HOMO-LUMO gap, eV: 9.883
SMILES: CCOC(=O)C(C)(C(=O)OCC)C(c1cccc(F)c1)c1cccc(F)c1

Positions of all 49 atoms, in Å:
1 C 1.4199 -1.8437 3.3686
2 C 1.1559 -0.4812 2.7790
3 O -0.0085 -0.6234 1.9349
4 C -0.1535 0.4552 1.1376
5 O 0.5612 1.4335 1.1874
6 C -1.2294 0.2651 0.0614
7 C -2.4368 -0.5563 0.6290
8 C -1.8657 1.6586 -0.2113
9 O -2.4748 1.8060 -1.2716
10 O -1.6038 2.6616 0.6743
11 C -2.2203 3.9978 0.4517
12 C -1.3948 4.9951 1.2602
13 C -0.3754 -0.3407 -1.2113
14 C 1.0250 0.2220 -1.5813
15 C 1.2239 1.1265 -2.6515
16 C 2.4950 1.7238 -2.8614
17 C 3.5831 1.4166 -2.0485
18 C 3.3716 0.5006 -1.0286
19 F 4.3757 0.2731 -0.0995
20 C 2.1309 -0.1340 -0.8163
21 C -0.3549 -1.8716 -1.3162
22 C -1.5818 -2.4995 -1.6383
23 C -1.7929 -3.8577 -1.3468
24 C -0.7971 -4.6241 -0.7785
25 C 0.4542 -4.0472 -0.6218
26 F 1.4607 -4.7484 0.0200
27 C 0.7145 -2.7260 -1.0347
28 H 2.2537 -1.8374 4.0922
29 H 0.5579 -2.2255 3.9357
30 H 1.5910 -2.5761 2.5503
31 H 0.9885 0.3269 3.4966
32 H 1.9812 -0.2345 2.1101
33 H -3.2555 -0.6220 -0.1257
34 H -2.0718 -1.5857 0.7563
35 H -2.9013 -0.2347 1.6176
36 H -2.2090 4.2305 -0.6273
37 H -3.2365 4.0264 0.8765
38 H -1.9698 5.9142 1.4260
39 H -1.0846 4.6366 2.2417
40 H -0.4659 5.2201 0.7318
41 H -1.0567 0.0563 -1.9449
42 H 0.3860 1.4117 -3.3030
43 H 2.6374 2.4276 -3.6827
44 H 4.5561 1.8991 -2.1799
45 H 1.9967 -0.7844 0.0567
46 H -2.4010 -1.8936 -2.0007
47 H -2.7546 -4.3081 -1.5366
48 H -0.9699 -5.6530 -0.5040
49 H 1.7462 -2.3757 -0.9732

=====

DFT (ωB97M-V/def2-TZVPD) results for a 4-piece molecular cluster, C21H22F3N3O2 overall in a non-equilibrium geometry.

Properties
Highest occupied orbital energy, eV: -8.00
E_tot, eV: -38850.1336
HOMO-LUMO gap, eV: 6.749
SMILES: O=C1C=CC(=O)C(CCC(F)(F)F)=C1.c1cc[nH]c1.c1cc[nH]c1.c1cc[nH]c1

Positions of all 51 atoms, in Å:
1 O -2.8952 4.7917 2.4793
2 C -3.3970 3.7129 2.4974
3 C -4.3645 3.3490 3.5758
4 C -4.7180 2.1004 3.6962
5 C -4.1377 1.0579 2.7982
6 O -4.2839 -0.0813 3.1050
7 C -3.4305 1.4583 1.5596
8 C -3.1302 0.4936 0.4405
9 C -2.0395 -0.5390 0.7641
10 C -0.7108 0.0524 1.1328
11 F -0.2155 0.8337 0.1965
12 F -0.6936 0.6654 2.2923
13 F 0.1696 -0.9720 1.2444
14 C -3.0850 2.7169 1.4329
15 H -4.7397 4.1274 4.2222
16 H -5.4230 1.8191 4.4646
17 H -4.0439 -0.0715 0.2378
18 H -2.8622 1.0710 -0.4432
19 H -2.3621 -1.2800 1.4916
20 H -1.8638 -1.1071 -0.1542
21 H -2.5673 3.0484 0.5415
22 C 1.8701 2.3029 -1.5230
23 C 3.0527 3.0866 -1.5849
24 C 3.5850 2.9266 -2.8363
25 N 2.7728 2.0737 -3.5331
26 C 1.7217 1.6933 -2.7387
27 H 1.2076 2.2019 -0.6856
28 H 3.4650 3.6980 -0.7996
29 H 4.4684 3.3431 -3.2897
30 H 2.9257 1.7758 -4.4794
31 H 0.9614 1.0246 -3.1034
32 C -0.2788 -3.0455 -4.8079
33 C 0.9966 -3.3910 -5.3287
34 C 1.7918 -2.2809 -5.2307
35 N 1.0458 -1.2773 -4.6749
36 C -0.2159 -1.7369 -4.4102
37 H -1.1425 -3.6853 -4.7331
38 H 1.2955 -4.3457 -5.7286
39 H 2.8198 -2.1184 -5.5077
40 H 1.3725 -0.3487 -4.4893
41 H -0.9569 -1.0944 -3.9645
42 C 3.3459 -2.8602 4.6483
43 C 3.0942 -3.9470 3.7702
44 C 2.4543 -3.4408 2.6691
45 N 2.3065 -2.0939 2.8495
46 C 2.8509 -1.7310 4.0499
47 H 3.8349 -2.9021 5.6076
48 H 3.3533 -4.9810 3.9283
49 H 2.0919 -3.9220 1.7762
50 H 1.8660 -1.4674 2.1996
51 H 2.8381 -0.7043 4.3748

=====

DFT (ωB97M-V/def2-TZVPD) results for C21H22FN3O5 as an isolated structure in a non-equilibrium geometry.

Properties
Highest occupied orbital energy, eV: -7.91
E_tot, eV: -39541.7296
HOMO-LUMO gap, eV: 7.775

Positions of all 52 atoms, in Å:
1 C -1.9885 -1.2425 -2.2095
2 H -0.8060 -1.1527 -2.4293
3 O -2.2079 -1.8337 -1.1274
4 C -1.9179 -3.3022 -1.0955
5 C -0.4207 -3.6670 -1.1949
6 N 0.2186 -2.6083 -0.2071
7 C 1.1484 -1.8690 -0.6524
8 O 1.4611 -1.6329 -2.1184
9 N 1.8761 -1.0877 0.1281
10 C 1.4427 -1.4801 1.4319
11 O 1.7040 -0.8565 2.5438
12 C 0.1362 -2.2996 1.0683
13 H 0.4484 -3.5435 1.5481
14 C -1.0276 -1.6941 1.7754
15 H -0.8712 -1.5689 2.6636
16 H -1.9487 -2.5161 1.7956
17 C -1.3441 -0.6357 1.0768
18 O -0.5721 0.1434 0.5607
19 N -2.5893 -0.0267 1.0671
20 C -3.3879 0.9909 0.6625
21 C -4.7917 0.9863 0.5853
22 C -5.5564 2.1377 0.2677
23 C -4.8107 3.1701 -0.5269
24 C -3.4902 3.0465 -0.5314
25 C -2.7045 2.1283 -0.3911
26 H -1.5477 1.9465 -0.2604
27 H -2.8967 3.5899 -1.2442
28 H -5.3440 4.0221 -1.0416
29 F -6.8608 2.0380 0.3595
30 H -5.2504 0.1822 1.2781
31 H -3.2949 -0.6926 1.5249
32 C 2.9291 -0.1907 -0.1108
33 C 4.1068 -0.1267 0.8580
34 C 5.0610 0.6364 0.6269
35 C 4.9514 1.6339 -0.3706
36 C 3.8986 1.8942 -1.1610
37 C 2.8767 0.7797 -1.1760
38 H 1.9765 0.7952 -1.3702
39 H 3.7745 2.4708 -1.9681
40 O 5.7996 2.7826 -0.5569
41 C 7.1494 2.6452 0.3101
42 H 7.5155 3.6233 -0.0071
43 H 6.7224 2.8810 1.2267
44 H 7.6091 1.6604 0.1134
45 H 5.8327 0.8049 1.2345
46 H 4.3124 -0.9510 1.6241
47 H 0.0447 -3.5155 -2.0105
48 H -0.1168 -4.6472 -0.6259
49 H -2.3532 -3.7229 -2.0382
50 H -2.5610 -3.6132 -0.1141
51 H -2.4384 -1.7099 -3.2108
52 H -2.4577 -0.2094 -2.2551